(1)
Formula: C51H38IN6PTa
Source: the OMol25 dataset
Level of theory: wB97M-V/def2-TZVPD

Structure (ORCA input):
```
! wB97M-V def2-TZVPD RIJCOSX def2/J DEFGRID3
* xyz 1 1
Ta 0.47030 -0.14160 -0.16520
C 3.65100 2.90620 2.80220
C 3.10610 1.63790 2.55070
N 1.93410 1.44240 1.99790
C 1.18560 2.52990 1.69960
C 1.67290 3.85610 1.83110
C 2.95470 4.01470 2.40050
C 0.85920 4.92980 1.41860
C -0.40410 4.69160 0.95020
C -0.91760 3.39150 0.89640
C -0.14580 2.30750 1.26030
N -0.61280 0.98750 1.15730
C -1.76280 0.70870 1.86130
C -2.26280 1.49660 2.89380
C -3.45720 1.19180 3.54590
C -4.20210 0.10250 3.18130
C -3.72520 -0.75650 2.17470
C -4.43400 -1.90220 1.76640
C -3.88170 -2.73480 0.83290
C -2.62250 -2.41430 0.31170
N -1.95080 -1.32900 0.63220
C -2.48140 -0.48470 1.54150
H 4.60230 2.98750 3.30540
H 3.66530 0.75080 2.81610
H 3.35770 5.00890 2.52750
H 1.24770 5.93260 1.48830
H -1.02690 5.51030 0.63130
H -1.93450 3.23290 0.56580
H -1.72180 2.38070 3.19590
H -3.79330 1.84450 4.33720
H -5.14960 -0.11420 3.64760
H -5.39870 -2.10230 2.20740
H -4.37960 -3.62930 0.49930
H -2.16560 -3.09360 -0.39280
C 4.22130 -1.63220 1.09120
C 3.86880 -2.57740 2.19140
C 4.89020 -3.18520 2.91200
C 4.62250 -4.10530 3.90670
C 3.30950 -4.43310 4.19960
C 2.27860 -3.84270 3.49300
C 2.54380 -2.91920 2.47770
P 1.11960 -2.25330 1.51350
C -0.22610 -2.52740 2.72300
C -1.12830 -3.57620 2.56490
C -2.15330 -3.76440 3.47200
C -2.29090 -2.89750 4.54260
C -1.39250 -1.86100 4.71120
C -0.34960 -1.66120 3.81710
C 0.64460 -0.57870 4.08680
C 0.86950 -3.53640 0.21610
C 1.23330 -4.85220 0.52320
C 1.07340 -5.87970 -0.38420
C 0.57240 -5.59550 -1.64450
C 0.23470 -4.29660 -1.96770
C 0.35080 -3.24170 -1.05700
C -0.09430 -1.89350 -1.54660
H 4.17670 -2.16350 0.14120
H 5.23070 -1.24570 1.21340
H 3.52210 -0.79820 1.03760
H 5.91180 -2.93430 2.67030
H 5.43250 -4.56410 4.45110
H 3.08500 -5.15620 4.96870
H 1.25960 -4.12410 3.72070
H -1.01650 -4.26590 1.73860
H -2.84290 -4.58640 3.34510
H -3.08950 -3.04660 5.25090
H -1.48770 -1.19670 5.55800
H 0.17640 0.25430 4.60750
H 1.09270 -0.20660 3.16730
H 1.44550 -0.95550 4.72400
H 1.65840 -5.06930 1.49140
H 1.34970 -6.88780 -0.11340
H 0.46090 -6.38490 -2.37150
H -0.12770 -4.08050 -2.96220
H -1.16600 -1.92580 -1.75180
H 0.37550 -1.72560 -2.52270
I -1.97950 1.02220 -1.87190
C -0.66350 2.51650 -2.68540
C -1.21270 3.30550 -3.65860
C -0.42670 4.27280 -4.29460
C 0.87600 4.42650 -3.92210
C 1.44840 3.62700 -2.91210
C 2.80740 3.79210 -2.57990
C 3.38190 3.00700 -1.62470
C 2.62150 2.01650 -0.98740
C 1.29630 1.77880 -1.28120
C 0.67880 2.61040 -2.25270
H -2.24420 3.18260 -3.94960
H -0.86320 4.86880 -5.07870
H 1.50540 5.15920 -4.40180
H 3.38460 4.53610 -3.10910
H 4.42620 3.11470 -1.37250
H 3.13710 1.40250 -0.25820
N 4.30980 -2.67760 -4.67720
C 4.06630 -2.20050 -3.66120
N 3.84090 -1.65730 -2.51330
C 2.95280 -1.20080 -1.81230
N 2.18800 -0.75920 -1.01840
*
```

Output
ΔE to the lowest compared entry with this formula, charge and spin: 2.0853 eV
Frontier orbital gap: 6.777 eV
Calculated total energy: -2990.69125 hartree
E_HOMO: -10.32 eV

Here are the Mulliken charges for atoms 1 to 2, given in e:
1 Ta -1.65
2 C -1.17

---

(2)
Formula: C51H39Br2CoF2N11O4
Source: the OMol25 dataset
Level of theory: wB97M-V/def2-TZVPD

Structure (ORCA input):
```
! wB97M-V def2-TZVPD RIJCOSX def2/J DEFGRID3
* xyz 0 4
Co -0.99934 0.66155 -0.88523
Br -1.79229 6.57430 2.43023
C -1.54142 4.93167 1.58561
C -0.82141 3.88774 2.21445
C -0.64740 2.68618 1.54071
N -1.11172 2.48438 0.28092
C -1.78296 3.48394 -0.32005
C -2.01889 4.73692 0.29605
C -2.15447 3.22985 -1.71931
C -3.01051 4.07263 -2.44544
C -3.21280 3.80379 -3.79461
Br -4.28621 4.93946 -4.82411
C -2.56079 2.69109 -4.37435
C -1.80985 1.86395 -3.56301
N -1.64385 2.08561 -2.23861
H -0.44698 3.99991 3.23491
H -0.08490 1.88003 2.00378
H -2.54809 5.50318 -0.25742
H -3.44974 4.92731 -1.94432
H -2.68393 2.46987 -5.44337
H -1.37327 0.93938 -3.95399
C 0.78487 -3.01895 5.69674
C -0.51482 -2.23950 5.84362
C -1.61308 -3.15569 6.38893
C -2.91021 -2.36580 6.57450
C -3.31296 -1.75028 5.26662
C -4.65813 -1.54439 4.97634
C -4.99479 -1.00527 3.73244
F -6.31229 -0.82219 3.45908
C -4.05751 -0.63444 2.77484
C -2.69214 -0.84224 3.04036
C -1.71252 -0.47303 2.03599
O -2.12689 0.07839 0.96960
C -0.34321 -0.78968 2.39469
C -0.01037 -1.34362 3.61764
N -0.95288 -1.66707 4.55003
C -2.31324 -1.41269 4.30683
C 0.80759 -0.51946 1.45787
O 1.94435 -0.81308 1.86628
O 0.56291 0.02303 0.29125
H 0.97620 -3.58085 6.62592
H 1.65403 -2.33632 5.56080
H 0.76330 -3.75391 4.85162
H -0.35760 -1.38547 6.53745
H -1.26495 -3.56873 7.34956
H -1.76040 -4.00909 5.68943
H -2.75962 -1.56759 7.33784
H -3.73935 -2.99759 6.94175
H -5.44216 -1.79899 5.69198
H -4.37680 -0.20617 1.82293
H 1.01957 -1.52052 3.89760
C 1.37725 -4.74912 -1.94869
N 0.51014 -3.59455 -1.55280
C 0.38628 -2.32549 -2.05039
N -0.55881 -1.66292 -1.38145
C -0.97416 -2.59588 -0.43401
N -0.37521 -3.77912 -0.49152
C 2.72845 -4.65800 -1.29535
C 3.17253 -5.73321 -0.50861
C 4.43109 -5.67908 0.10046
C 5.26477 -4.58078 -0.05993
C 4.78137 -3.53460 -0.86023
C 3.53782 -3.53572 -1.47871
C 5.62816 -2.37805 -1.02609
N 6.82917 -2.18643 -0.58772
N 7.22088 -0.86296 -0.99672
C 6.23915 -0.36693 -1.66447
O 5.11062 -1.25967 -1.77906
C 6.11397 0.94546 -2.26412
C 7.11164 1.89183 -2.03205
C 6.94562 3.16816 -2.55751
C 5.80171 3.47865 -3.30099
C 4.81120 2.50895 -3.49854
C 3.52680 2.89501 -4.17635
N 2.39873 2.64302 -3.23238
C 1.55450 1.59053 -3.06872
N 0.91200 1.69629 -1.89752
C 1.42567 2.86313 -1.35383
N 2.32787 3.47066 -2.08752
C 4.96837 1.20952 -3.00826
H 1.42874 -4.71788 -3.06159
H 0.84388 -5.65554 -1.61686
H 0.99127 -1.90631 -2.85636
H -1.73362 -2.34960 0.29394
H 2.51802 -6.59842 -0.36452
H 4.77947 -6.53275 0.68230
H 6.26407 -4.50829 0.36566
H 3.24195 -2.65547 -2.06756
H 7.99623 1.60328 -1.47265
H 7.72271 3.91553 -2.40829
H 5.65317 4.48743 -3.69976
H 3.30799 2.31977 -5.09660
H 3.48359 3.98154 -4.37289
H 1.45135 0.77437 -3.79075
H 1.11340 3.20926 -0.37320
H 4.24081 0.40694 -3.14101
F -7.18912 3.44246 -2.16512
C -6.14434 2.56120 -2.02652
C -5.78871 1.76858 -3.13504
C -4.74308 0.86843 -2.96175
C -4.05603 0.74762 -1.72600
C -2.97322 -0.19459 -1.62607
C -4.46840 1.55321 -0.62769
C -5.51725 2.46223 -0.76212
H -6.30876 1.90750 -4.08342
H -4.34172 0.30320 -3.81529
H -2.56470 -0.58890 -2.57888
H -2.96324 -0.89233 -0.75927
H -3.92143 1.46028 0.31351
H -5.83663 3.11704 0.05358
*
```

Output
Frontier orbital gap (spin up / spin down): 5.090 / 5.920 eV
Calculated total energy: -9600.69220 hartree
E_HOMO (spin up / spin down): -5.42 / -6.21 eV

Here are the Mulliken charges for atoms 1 to 2, given in e:
1 Co 1.37
2 Br -0.15

---

(3)
Formula: C51H39N2O2OsTe
Source: the OMol25 dataset
Level of theory: wB97M-V/def2-TZVPD

Structure (ORCA input):
```
! wB97M-V def2-TZVPD RIJCOSX def2/J DEFGRID3
* xyz 1 1
Os 0.07057 -0.43604 -0.36779
C 5.06024 4.35396 0.46768
C 4.24766 3.08634 0.35372
C 4.74721 1.85902 0.77181
C 3.99451 0.68576 0.69338
C 4.59305 -0.62428 1.12884
O 5.76445 -0.84864 0.92790
C 3.71479 -1.65844 1.77125
C 2.59351 -1.29928 2.50859
C 1.80392 -2.27356 3.09990
C 2.12639 -3.61691 2.93765
C 3.25022 -3.97999 2.20287
C 4.05059 -2.99939 1.63264
C 2.73371 0.74936 0.14755
O 1.99131 -0.37404 0.02044
C 2.21123 1.95693 -0.28153
C 2.95413 3.11878 -0.17665
C 0.81408 1.84706 -0.79322
N -0.22062 1.85909 0.00403
C -0.08273 2.22132 1.42228
C -0.85230 1.28498 2.35096
Te -2.96328 1.23475 2.08896
C -4.19251 -0.70126 -0.14930
C -4.36390 -1.89531 0.73179
C -4.18875 -3.16306 0.28139
C -3.86902 -3.39524 -1.07211
C -3.75688 -2.33253 -1.99636
C -3.92424 -1.05406 -1.57643
C 0.56051 1.59309 -2.23998
C 1.61338 1.33720 -3.11741
C 1.35266 1.08181 -4.45414
C 0.04427 1.08720 -4.92457
C -1.00833 1.35563 -4.05705
C -0.75313 1.61013 -2.72147
H 6.07048 4.14229 0.81418
H 4.60749 5.05340 1.17281
H 5.13557 4.86464 -0.49398
H 5.75326 1.78713 1.17051
H 2.34219 -0.25076 2.62819
H 0.93775 -1.98719 3.68500
H 1.51057 -4.38073 3.39776
H 3.50952 -5.02477 2.08517
H 4.93545 -3.25948 1.06530
H 2.53206 4.06171 -0.51160
H -0.47691 3.23537 1.51019
H 0.96178 2.24204 1.74326
H -0.70031 1.56142 3.39360
H -0.51578 0.25585 2.22951
H -4.56474 -1.70177 1.77906
H -4.27403 -3.99926 0.96145
H -3.71407 -4.41481 -1.40678
H -3.53971 -2.54086 -3.03566
H -3.83318 -0.23005 -2.27489
H 2.63270 1.33502 -2.74973
H 2.17266 0.88283 -5.13173
H -0.15454 0.89529 -5.97135
H -2.02609 1.37908 -4.42695
H -1.55389 1.84497 -2.03231
N -1.76711 -0.37576 -0.12839
C -2.84934 -0.09502 0.41539
C -5.33529 0.31576 -0.05009
C -6.55339 -0.01137 0.53302
C -7.57053 0.93317 0.59851
C -7.37730 2.20479 0.07779
C -6.16386 2.53240 -0.51520
C -5.14835 1.59142 -0.57901
H -6.72052 -1.00456 0.93334
H -8.51473 0.67253 1.05928
H -8.17043 2.93980 0.13308
H -6.00670 3.52345 -0.92161
H -4.19636 1.85844 -1.02805
C 0.15854 -2.32668 -0.23574
C 0.34782 -3.56097 -0.10716
C 0.54843 -4.86933 0.02631
C -0.60846 -5.71766 0.41524
C -1.39078 -5.35024 1.50651
C -2.47004 -6.13758 1.88154
C -2.79713 -7.26951 1.14455
C -2.03223 -7.62390 0.03825
C -0.93003 -6.86063 -0.31673
C 1.88308 -5.46152 -0.16298
C 2.15478 -6.75956 0.27650
C 3.42535 -7.29352 0.13391
C 4.43115 -6.53455 -0.44788
C 4.17313 -5.23714 -0.88175
C 2.90817 -4.70297 -0.73642
H -1.13087 -4.45914 2.06726
H -3.05318 -5.87066 2.75424
H -3.64285 -7.87978 1.43549
H -2.28521 -8.50401 -0.53905
H -0.32258 -7.14104 -1.16925
H 1.38013 -7.34225 0.75636
H 3.63225 -8.29624 0.48450
H 5.42439 -6.95139 -0.55793
H 4.96099 -4.64514 -1.32863
H 2.70004 -3.69113 -1.06332
*
```

Output
ΔE to the lowest compared entry with this formula, charge and spin: 3.2742 eV
Frontier orbital gap (spin up / spin down): 4.453 / 4.454 eV
Calculated total energy: -2585.12179 hartree
E_HOMO (spin up / spin down): -9.81 / -9.81 eV

Here are the Mulliken charges for atoms 1 to 2, given in e:
1 Os 0.16
2 C -1.50

---

(4)
Formula: C51H39N5O3S4ScSe
Source: the OMol25 dataset
Level of theory: wB97M-V/def2-TZVPD

Structure (ORCA input):
```
! wB97M-V def2-TZVPD RIJCOSX def2/J DEFGRID3
* xyz 1 1
Sc 0.79335 -0.93209 0.19025
C -3.00878 -3.74332 -0.45662
O -1.90837 -4.13261 -1.34115
C -0.96961 -3.21162 -1.16388
N -1.13399 -2.31614 -0.28563
C -2.46849 -2.53163 0.32496
C -3.28136 -1.24702 0.28331
C -2.73388 -0.12018 0.89717
C -3.39753 1.09530 0.87658
C -4.63315 1.20530 0.24664
C -5.19717 0.08580 -0.34440
C -4.52484 -1.13430 -0.32563
C 0.22139 -3.25472 -2.02663
C 0.51543 -4.29053 -2.89087
C 1.69267 -4.21184 -3.61860
C 2.52058 -3.11313 -3.45036
C 2.13285 -2.14078 -2.55027
N 1.00945 -2.20619 -1.85455
C 2.96129 -0.97400 -2.20650
N 2.61997 -0.12547 -1.33067
C 3.71484 0.86025 -1.23086
C 4.76102 0.33372 -2.23934
O 4.13078 -0.85057 -2.82303
C 3.29799 2.28933 -1.50131
C 2.07224 2.61524 -2.06398
C 1.73040 3.94634 -2.29317
C 2.62100 4.95946 -1.97073
C 3.86060 4.63663 -1.42650
C 4.19491 3.31053 -1.19336
H -3.24909 -4.58740 0.18001
H -3.85359 -3.51725 -1.09348
H -2.30912 -2.79403 1.36214
H -1.78458 -0.20910 1.41434
H -2.95732 1.95896 1.36609
H -5.15556 2.15507 0.22819
H -6.16741 0.15371 -0.82073
H -5.00642 -1.98971 -0.78253
H -0.15967 -5.13157 -2.97612
H 1.96997 -5.00570 -4.30027
H 3.45577 -3.01053 -3.98330
H 4.09869 0.79852 -0.21803
H 5.69305 0.02525 -1.77717
H 4.95860 1.03667 -3.04090
H 1.39421 1.82345 -2.34620
H 0.76715 4.18614 -2.73350
H 2.35872 5.99628 -2.14938
H 4.56673 5.42194 -1.18119
H 5.15905 3.06814 -0.75097
S 1.44232 4.47318 5.05849
C 2.13217 3.83211 6.48159
C 2.31928 2.48935 6.38856
C 1.89286 1.96974 5.13359
C 1.39243 2.92907 4.30111
C 0.84230 2.73632 2.95142
C 1.15428 1.55127 2.26152
N 0.65223 1.22966 1.08714
C -0.20691 2.09267 0.49673
C -0.52566 3.32452 1.05790
C -1.41074 4.21426 0.35039
C -1.94274 3.86335 -0.83647
C -1.64513 2.58365 -1.42172
C -2.16203 2.17468 -2.65889
C -1.83494 0.94438 -3.18555
C -1.00514 0.12968 -2.40153
N -0.51560 0.47967 -1.23134
C -0.80434 1.70359 -0.74460
C -2.30570 0.45459 -4.49516
C -2.07166 -0.76057 -5.07326
C -2.65211 -0.89403 -6.36493
C -3.31440 0.22927 -6.74672
S -3.24089 1.44273 -5.55025
C 0.01612 3.63153 2.31533
H 2.36581 4.48714 7.31029
H 2.73855 1.88616 7.18459
H 1.92738 0.91557 4.87571
H 1.84010 0.84774 2.70433
H -1.63628 5.17815 0.79444
H -2.60330 4.53661 -1.37209
H -2.83023 2.84319 -3.19447
H -0.74699 -0.86352 -2.74653
H -1.50643 -1.55391 -4.59429
H -2.57827 -1.78417 -6.97821
H -3.84889 0.41221 -7.66875
H -0.25187 4.57038 2.79164
Se 0.32726 -1.65661 2.72787
C -1.34315 -2.32592 3.39423
C -2.30315 -1.45060 3.90568
C -3.49026 -1.94339 4.44177
C -3.72708 -3.31209 4.47927
C -2.76467 -4.18817 3.99303
C -1.57719 -3.69938 3.45602
H -2.10979 -0.38418 3.88484
H -4.22964 -1.25414 4.83661
H -4.64984 -3.69516 4.90001
H -2.93431 -5.25885 4.04129
H -0.81594 -4.38240 3.09650
C 5.27728 -2.56825 2.93918
O 4.35982 -3.23386 2.05098
C 3.40978 -2.55408 1.42714
S 3.22774 -0.87502 1.59988
S 2.37692 -3.43241 0.44506
H 5.93701 -3.34953 3.30063
H 4.73786 -2.10982 3.76531
H 5.84298 -1.80691 2.40685
*
```

Output
ΔE to the lowest compared entry with this formula, charge and spin: 0.2693 eV
Frontier orbital gap: 6.139 eV
Calculated total energy: -7221.31709 hartree
E_HOMO: -9.31 eV

Here are the Mulliken charges for atoms 1 to 2, given in e:
1 Sc -0.71
2 C -0.30